Record 1
{
  "formula": "C30H68CdF6NO19S2",
  "method": "ωB97M-V/def2-TZVPD",
  "homo_lumo_gap_ev": 6.37,
  "e_above_lowest_ev": 1.870,
  "e_homo_ha": -0.1738,
  "total_charge": -1,
  "multiplicity": 1,
  "lumo_energy_ev": 1.64,
  "species": ["H", "H", "H", "H", "C", "C", "H", "C", "H", "H", "H", "H", "Cd", "H", "O", "H", "F", "H", "F", "H", "H", "H", "O", "O", "C", "C", "C", "O", "H", "O", "H", "C", "H", "H", "H", "H", "O", "S", "C", "H", "C", "H", "O", "C", "H", "O", "H", "H", "O", "H", "H", "H", "H", "H", "C", "O", "H", "C", "H", "S", "H", "C", "C", "C", "C", "H", "H", "H", "H", "O", "O", "H", "O", "H", "H", "H", "H", "F", "H", "H", "C", "O", "H", "H", "C", "C", "H", "O", "H", "O", "O", "C", "C", "H", "H", "H", "F", "H", "O", "H", "C", "H", "N", "H", "F", "H", "H", "H", "H", "C", "C", "H", "H", "C", "F", "C", "C", "H", "C", "C", "H", "H", "C", "H", "H", "H", "O"],
  "positions_angstrom": [[1.381, -15.678, 21.678], [-4.305, -12.219, 32.153], [-2.026, -16.109, 30.405], [1.928, -11.873, 24.059], [0.396, -16.021, 21.994], [-6.335, -14.570, 25.393], [3.731, -14.034, 25.098], [-7.486, -8.097, 29.076], [-7.231, -10.826, 33.698], [-1.546, -6.558, 24.620], [-4.054, -13.406, 24.651], [-0.406, -7.012, 27.169], [-3.335, -14.679, 28.219], [-9.029, -13.183, 32.644], [-1.640, -15.671, 27.158], [0.582, -7.301, 31.520], [-4.739, -11.622, 29.888], [0.597, -16.737, 22.791], [-2.762, -11.325, 30.454], [-8.106, -9.679, 27.824], [0.176, -6.483, 24.731], [-9.203, -7.541, 29.734], [-4.244, -14.843, 26.392], [-0.915, -6.537, 26.508], [-0.698, -6.957, 25.177], [-5.967, -14.030, 27.913], [-7.567, -9.628, 28.770], [-4.380, -11.393, 26.957], [-4.707, -10.837, 21.601], [-5.208, -14.281, 28.868], [0.154, -16.677, 27.257], [-3.693, -10.904, 29.605], [-7.808, -13.858, 33.515], [-6.177, -13.775, 30.561], [4.376, -12.427, 24.803], [-6.575, -10.060, 28.644], [-3.804, -13.172, 23.754], [-3.168, -11.349, 27.769], [2.424, -12.796, 23.758], [2.761, -11.937, 22.120], [-0.652, -14.941, 22.271], [-1.403, -13.552, 32.690], [3.017, -12.808, 22.433], [-2.704, -14.498, 31.293], [-5.245, -4.175, 30.619], [-8.693, -7.436, 28.928], [-0.810, -17.018, 24.998], [-3.323, -6.617, 29.470], [-4.150, -12.073, 33.089], [-1.430, -8.899, 25.552], [-6.397, -10.985, 32.208], [1.611, -6.645, 30.235], [-0.395, -8.769, 24.084], [0.570, -9.538, 30.301], [-1.113, -17.552, 25.898], [-2.677, -15.442, 30.173], [-1.291, -15.313, 26.339], [-4.422, -11.915, 23.477], [1.405, -8.694, 28.939], [-0.884, -12.672, 27.977], [-0.931, -13.246, 30.994], [-7.606, -14.015, 25.512], [-0.526, -12.597, 26.138], [-7.737, -14.491, 31.404], [3.454, -12.992, 24.940], [-9.113, -14.962, 33.041], [0.042, -16.616, 21.151], [-3.774, -6.409, 27.802], [-3.171, -11.795, 21.771], [-5.163, -5.130, 30.552], [-0.166, -13.823, 28.533], [-3.337, -13.645, 31.048], [-8.379, -14.110, 24.490], [-0.264, -14.139, 22.898], [-7.611, -15.566, 31.277], [-6.868, -7.944, 29.961], [-5.032, -11.654, 34.803], [-0.536, -13.849, 25.644], [3.038, -12.642, 25.884], [-7.622, -12.740, 28.750], [-4.252, -11.777, 21.914], [-6.481, -13.787, 31.472], [-8.236, -14.051, 30.540], [-1.103, -8.788, 29.357], [-1.297, -13.993, 31.699], [-8.493, -14.129, 32.711], [-6.864, -7.669, 28.290], [-0.440, -8.098, 29.281], [-4.322, -4.361, 28.944], [-1.789, -15.384, 22.998], [-2.281, -10.213, 27.361], [-6.227, -10.887, 33.280], [-5.330, -11.922, 33.789], [-1.132, -17.534, 28.089], [-2.301, -14.579, 23.106], [-5.848, -5.080, 28.559], [-3.951, -9.613, 29.819], [-5.912, -14.869, 24.445], [-9.187, -12.744, 26.834], [-5.880, -9.886, 33.539], [1.289, -7.560, 30.732], [-4.831, -12.570, 21.442], [-2.479, -12.936, 27.986], [0.323, -8.694, 25.748], [0.620, -12.020, 25.961], [-2.180, -17.626, 25.689], [-5.455, -11.821, 23.812], [-0.589, -14.796, 31.905], [-3.013, -15.050, 32.181], [0.750, -8.586, 29.804], [-7.298, -13.323, 27.900], [2.098, -8.026, 31.295], [-0.837, -18.606, 25.857], [-4.941, -5.236, 29.142], [-1.425, -11.930, 25.337], [-0.922, -16.853, 27.264], [-0.534, -8.455, 25.118], [-8.139, -10.150, 29.538], [-5.407, -14.534, 26.472], [-4.181, -6.486, 28.810], [-3.924, -11.102, 24.005], [-5.920, -12.831, 33.905], [-8.078, -13.413, 26.807], [-4.691, -7.445, 28.899], [-0.828, -14.353, 21.369], [1.731, -13.629, 23.879], [-0.433, -11.463, 28.591]]
}



Record 2
{
  "formula": "C52H43BrN3O6Sc",
  "method": "ωB97M-V/def2-TZVPD",
  "homo_lumo_gap_ev": 5.94,
  "e_above_lowest_ev": 0.000,
  "e_homo_ha": -0.0613,
  "total_charge": -2,
  "multiplicity": 1,
  "lumo_energy_ev": 4.27,
  "species": ["C", "H", "C", "C", "H", "O", "C", "O", "C", "H", "O", "C", "H", "Br", "C", "H", "C", "H", "C", "C", "C", "N", "C", "H", "C", "C", "H", "C", "H", "H", "C", "H", "H", "C", "H", "C", "C", "C", "H", "H", "C", "C", "O", "C", "C", "C", "H", "H", "C", "C", "H", "C", "H", "C", "H", "C", "O", "C", "H", "C", "O", "C", "C", "H", "H", "H", "H", "H", "C", "C", "H", "H", "H", "N", "H", "H", "H", "C", "H", "H", "H", "H", "C", "H", "C", "H", "H", "C", "C", "Sc", "N", "C", "C", "C", "H", "H", "C", "C", "C", "H", "C", "H", "C", "C", "C", "C"],
  "positions_angstrom": [[3.018, 0.121, 1.873], [-2.495, -7.101, 0.810], [-2.704, -3.669, -0.937], [-0.805, -2.776, 0.400], [3.424, -1.148, 3.510], [2.374, 0.466, 0.840], [1.478, -0.336, -4.068], [0.358, 0.784, -1.842], [-0.886, -0.180, 3.763], [4.799, 0.618, 3.028], [-0.854, -1.723, -0.344], [2.546, -4.970, -4.331], [4.798, 1.154, 1.326], [4.977, -4.020, -3.300], [3.072, -4.154, -3.335], [-1.638, -0.372, -2.997], [-2.771, 5.090, 2.254], [-0.722, 5.499, -0.411], [2.259, -3.433, -2.469], [1.751, -1.959, 2.453], [1.760, -0.543, -6.454], [-0.004, -2.957, 1.403], [1.810, -3.200, 3.310], [1.734, -0.631, -3.059], [0.786, 0.431, -6.642], [-1.530, 3.061, 1.800], [-3.809, 2.472, -3.313], [-0.123, 2.749, -3.081], [-1.072, -0.917, 2.993], [-1.830, 3.097, -4.337], [-0.947, 1.177, 3.446], [0.766, -5.739, -5.232], [0.241, -2.955, -2.010], [-2.561, -6.136, 0.321], [0.829, -3.440, 3.720], [-3.081, 1.283, 0.230], [-0.254, 1.672, 5.714], [1.088, 4.749, -2.460], [2.107, -4.050, 2.692], [-0.933, -5.272, 1.443], [-2.471, 3.768, 2.548], [-2.642, 0.857, 1.600], [3.779, -2.793, -0.741], [-0.532, -0.604, 5.033], [0.920, 3.374, -2.400], [-0.901, 3.710, 0.746], [1.583, 2.752, -1.812], [-0.599, 3.151, 4.210], [-1.687, -5.124, 0.682], [-0.221, 0.322, 6.021], [-1.547, 5.527, -4.431], [-0.218, 1.212, -3.000], [-3.505, 5.622, 2.849], [-0.611, 2.094, 4.436], [-0.588, 1.774, -5.711], [-0.841, 4.928, -3.866], [-0.277, 1.127, 1.180], [1.174, -5.097, -4.460], [3.803, 1.999, 2.514], [2.748, -0.968, 2.685], [1.949, -1.543, -1.127], [-1.281, 1.553, 1.990], [-4.414, 2.603, -1.250], [1.905, 5.212, -1.918], [-2.473, -0.221, 1.602], [2.535, -3.072, 4.113], [-2.117, 0.936, -4.078], [-0.477, -1.667, 5.241], [0.877, -3.555, -2.648], [2.102, -0.921, -5.165], [2.246, -1.003, -7.308], [0.333, 6.612, -3.230], [-3.415, 1.094, 2.336], [-2.358, 0.817, -0.785], [0.510, 0.743, -7.643], [-2.734, -2.697, -1.414], [-0.192, 3.144, 0.155], [4.187, 1.018, 2.220], [-4.192, -6.717, -0.957], [0.013, 2.409, 6.465], [0.064, -0.009, 7.013], [-4.701, 2.536, 0.886], [-3.512, -5.922, -0.672], [-4.317, -4.508, -2.073], [0.208, 5.536, -3.194], [-2.386, 6.755, 0.947], [-2.984, 3.275, 3.367], [-4.135, 2.175, 0.036], [-1.000, 3.548, -3.809], [0.574, -0.194, -0.083], [0.832, -1.842, 1.539], [2.740, -2.513, -1.327], [-1.208, 5.030, 0.437], [0.336, -4.385, -3.611], [-5.224, 3.300, -1.434], [-0.741, -4.464, -3.702], [0.162, 1.009, -5.546], [-3.580, -4.685, -1.298], [-2.142, 5.727, 1.190], [3.218, -5.494, -4.998], [-1.751, -3.879, 0.055], [2.854, -1.685, -5.000], [0.497, 0.630, -4.246], [-3.629, 2.145, -2.296], [-1.695, 0.715, -3.094], [-2.598, 1.249, -2.020]]
}